DFT (ωB97M-V/def2-TZVPD) results for C28H40Br2F15I2O16PSi2 as an isolated structure.

ORCA input file:
```
! RIJCOSX wB97M-V def2-TZVPD def2/J DEFGRID3
* xyz 0 1
C 0.04744 -3.49681 3.41342
C -0.32492 -2.27456 4.49322
O -0.62097 -2.67985 5.73169
O -0.34706 -0.89386 3.98902
C 0.44063 0.02602 4.82343
O 0.00377 0.26949 6.09150
C 1.77957 0.85377 4.36409
Si 3.03906 -0.15430 3.30416
O 3.71045 1.01779 2.12431
C 4.56176 -0.82464 4.28417
P 4.14411 -2.01437 5.71504
O 4.86392 -1.41778 7.02967
O 4.76100 -3.65676 5.43469
O 2.45424 -2.13777 6.11268
O 2.25579 -1.40157 2.28209
Si 2.71053 -1.14710 0.57627
C 2.36749 -2.83942 -0.35749
C 3.71121 -3.79993 -0.11906
C 3.80924 -5.05973 -1.16354
F 3.50353 -4.69419 -2.58846
Br 2.64191 -6.60528 -0.54786
C 5.36111 -5.67606 -1.18840
F 6.17940 -4.96182 -2.23459
F 5.97965 -5.34876 0.12627
Br 5.43214 -7.65388 -1.47929
C 1.71383 0.26581 -0.28708
I -0.35304 -0.32419 -0.83558
C 2.48435 0.97833 -1.54786
C 3.50748 0.00292 -2.37817
I 3.62290 2.79201 -0.92279
H -0.89210 -4.22537 3.45419
H 0.96289 -4.13634 3.76598
H 0.16093 -3.00964 2.35488
H 2.31802 1.41118 5.27111
H 1.39554 1.73874 3.66043
H 4.70602 0.82776 2.10727
H 5.09419 0.12285 4.76036
H 5.28420 -1.37433 3.53335
H 5.10424 -3.62680 4.48463
H 2.34263 -2.95406 6.71752
H 4.17043 -0.95926 0.48419
H 2.24163 -2.70447 -1.51296
H 1.41996 -3.39365 0.05920
H 3.66583 -4.14491 1.01292
H 4.67840 -3.10592 -0.19300
H 1.57388 1.11730 0.53769
H 1.69903 1.39636 -2.34255
H 3.75010 0.54375 -3.41391
H 2.97556 -1.00112 -2.65759
H 4.55770 -0.15324 -1.85330
C -1.56061 2.44835 5.81001
C -1.94796 3.56534 6.76202
O -1.58641 4.84342 6.21780
C -2.44750 5.36812 5.29218
O -3.47441 4.80830 4.91439
C -1.97004 6.74499 4.82985
F -0.63683 6.77341 4.54448
F -2.17496 7.70151 5.78075
F -2.60585 7.18326 3.70688
H -0.49743 2.51031 5.55655
H -1.76298 1.47104 6.25690
H -2.11581 2.51972 4.87025
H -1.39506 3.45168 7.70224
H -3.01578 3.53448 7.01061
C -0.01636 7.83934 0.26445
C 0.74823 8.70865 -0.71724
O 2.05200 8.16329 -0.96854
C 2.11032 7.13637 -1.87163
O 1.12918 6.67239 -2.44849
C 3.55503 6.68122 -2.07936
F 4.23661 6.53533 -0.90724
F 4.26861 7.57368 -2.82463
F 3.65222 5.48440 -2.72400
H 0.56205 7.69597 1.18278
H -0.97785 8.29463 0.51754
H -0.20407 6.84508 -0.15112
H 0.89791 9.70453 -0.28311
H 0.19481 8.84567 -1.65423
C -0.01185 -3.46595 -6.24793
C -1.02980 -2.47763 -6.78739
O -2.17306 -2.40454 -5.92251
C -2.03649 -1.61808 -4.81059
O -1.01166 -1.00176 -4.52681
C -3.33535 -1.59225 -4.00449
F -3.88125 -2.83138 -3.84250
F -4.29408 -0.83107 -4.60664
F -3.17754 -1.08242 -2.75047
H -0.47533 -4.44383 -6.08247
H 0.82268 -3.58167 -6.94506
H 0.38678 -3.13628 -5.28414
H -1.39082 -2.82199 -7.76397
H -0.59015 -1.48423 -6.93858
C -6.76332 -1.80328 -4.55758
C -7.82657 -2.66825 -3.90540
O -8.77307 -3.12981 -4.88084
C -8.38824 -4.21040 -5.62769
O -7.30339 -4.77588 -5.50942
C -9.50067 -4.62477 -6.59117
F -10.05386 -3.56458 -7.24666
F -10.52749 -5.24963 -5.94595
F -9.07828 -5.48759 -7.55788
H -7.22448 -0.98193 -5.11540
H -6.08791 -1.38666 -3.80520
H -6.16954 -2.37923 -5.27325
H -8.38662 -2.07050 -3.17624
H -7.38531 -3.51121 -3.35978
*
```

HOMO-LUMO gap in eV: 9.01
Highest occupied orbital energy in eV: -9.602

DFT (ωB97M-V/def2-TZVPD) results for a 2-piece molecular cluster, C28H40F7N3O4P2 overall.

ORCA input file:
```
! RIJCOSX wB97M-V def2-TZVPD def2/J DEFGRID3
* xyz 0 1
C -4.50132 -0.01534 -2.19826
C -3.55995 1.05922 -1.58468
C -2.24581 1.17690 -2.36454
F -2.60541 1.14684 -3.71197
C -1.34458 -0.01777 -2.02035
C -0.72008 -0.47804 -3.36225
N 0.58486 -1.20706 -3.13033
C 0.64834 -1.92908 -1.83304
C -0.33407 -3.11904 -1.88735
C 0.21593 -4.39187 -1.29138
C 1.43645 -4.92645 -1.61698
C 1.84613 -6.05823 -0.98819
C 1.09149 -6.67245 -0.04636
C -0.14249 -6.16782 0.27738
C -1.05599 -6.78274 1.29873
C -0.54986 -5.02545 -0.36280
C 0.44483 -0.93212 -0.64405
C -0.17849 -1.66631 0.54483
O -1.61575 -1.61940 0.53320
C -2.06391 -1.75617 1.85692
C -2.28251 -0.50450 2.65926
O -2.26219 -2.86586 2.30194
P 2.16299 -0.38057 -0.03596
C 3.10366 0.16688 -1.51453
O 2.88248 -1.77068 0.52229
N -0.24652 0.26064 -1.11301
C -0.50959 1.25038 -0.05331
C 0.17077 2.59226 -0.45171
C 0.82943 3.23109 0.75775
O 2.02031 3.50940 0.74889
N -0.05424 3.50556 1.84867
C 0.62066 3.62798 3.11290
C 1.46710 4.65526 3.42001
C 2.03658 4.71264 4.64989
C 1.78812 3.76297 5.59526
C 0.96282 2.71997 5.27006
C 0.38756 2.66068 4.04149
H -5.41856 0.41737 -2.58284
H -4.77897 -0.71988 -1.41414
H -4.02313 -0.60766 -2.97718
H -4.09597 2.00515 -1.62992
H -3.39332 0.76951 -0.55037
H -1.78826 2.14910 -2.20077
H -2.00021 -0.83759 -1.71107
H -1.42884 -1.13700 -3.85308
H -0.47114 0.36922 -3.99168
H 1.33317 -0.52257 -3.24816
H 0.67677 -1.85290 -3.91538
H 1.65238 -2.34597 -1.75914
H -1.30596 -2.89448 -1.45814
H -0.53881 -3.33320 -2.94804
H 2.05969 -4.45189 -2.36565
H 2.80582 -6.50138 -1.21761
H 1.43286 -7.55812 0.47233
H -0.90321 -6.27008 2.25154
H -2.09306 -6.60705 1.02676
H -0.86112 -7.84139 1.45137
H -1.51932 -4.60956 -0.11259
H 0.17413 -2.69264 0.64833
H 0.16924 -1.16010 1.45615
H -1.57712 -0.43885 3.48424
H -3.29168 -0.50083 3.06240
H -2.18408 0.39038 2.04909
H 2.46598 0.79001 -2.14278
H 3.42952 -0.69358 -2.12470
H 3.99655 0.70998 -1.22332
H 3.21230 -2.26485 -0.24610
H -1.55931 1.37975 0.19655
H -0.01840 0.96828 0.87562
H -0.52299 3.29945 -0.90560
H 0.99213 2.32375 -1.10554
H -0.64442 4.30576 1.64693
H 1.68154 5.41582 2.67949
H 2.69544 5.52606 4.92326
H 2.23261 3.80473 6.57844
H 0.78330 1.96659 6.02513
H -0.26427 1.82619 3.81701
F 3.45963 5.96767 -1.57528
P 2.07183 6.53106 -0.88545
F 1.93788 8.00497 -0.16805
F 1.31714 5.40685 -1.84714
F 0.74478 6.13103 0.04050
F 1.99000 7.50664 -2.20827
F 2.93973 6.12452 0.45442
*
```

HOMO-LUMO gap in eV: 7.72
Highest occupied orbital energy in eV: -8.934

DFT (ωB97M-V/def2-TZVPD) results for C28H40FN6O6S2Zr as an isolated structure.

ORCA input file:
```
! RIJCOSX wB97M-V def2-TZVPD def2/J DEFGRID3
* xyz 3 1
Zr -0.31531 -1.01032 -0.04962
O -0.33526 0.62342 -1.40196
S 0.38428 2.00672 -1.50811
C -0.18722 2.88516 -0.03251
C -1.70233 2.91408 0.14823
C -2.15124 3.22151 1.58535
C -1.60908 2.33595 2.70402
S -1.91447 0.55726 2.69495
O -1.32008 0.12012 1.31205
C -3.65124 0.35588 2.59017
C -4.24511 -0.11048 3.75887
C -5.62560 -0.25584 3.79583
C -6.38035 0.03650 2.67165
C -5.77001 0.47682 1.49746
C -4.39970 0.64569 1.44878
C -0.41663 2.83959 -2.83271
C 0.37934 3.73879 -3.53333
C -0.19279 4.47226 -4.56288
C -1.52642 4.27897 -4.89065
C -2.30383 3.35628 -4.19491
C -1.75464 2.63113 -3.15297
H 0.24951 3.88271 -0.12425
H 0.33202 2.35990 0.77194
H -2.11314 1.95448 -0.16617
H -2.12753 3.67310 -0.50842
H -3.24112 3.22111 1.61844
H -1.85245 4.23973 1.84917
H -2.02266 2.64001 3.67025
H -0.52216 2.39230 2.80859
H -3.64346 -0.35233 4.62639
H -6.10406 -0.60576 4.69995
H -7.45514 -0.08208 2.70154
H -6.37317 0.69814 0.62742
H -3.92528 0.99407 0.54136
H 1.42717 3.86368 -3.28658
H 0.40916 5.17840 -5.11766
H -1.96685 4.84282 -5.70179
H -3.33924 3.20788 -4.46920
H -2.35022 1.91074 -2.60857
C 5.41726 1.13696 2.63336
C 4.82120 -0.22044 2.30023
N 3.87300 -0.16762 1.16427
C 4.48157 -0.01291 -0.16774
C 4.38673 1.39800 -0.73674
C 2.56693 -0.24487 1.32047
C 1.99995 -0.37157 2.70288
N 1.71011 -0.17994 0.29269
H 6.06861 1.04107 3.50079
H 4.64078 1.86584 2.87083
H 6.02161 1.52536 1.81463
H 4.31770 -0.64398 3.16280
H 5.60271 -0.92591 2.01823
H 4.03248 -0.74804 -0.84191
H 5.52661 -0.29689 -0.06503
H 3.35601 1.73657 -0.85776
H 4.86608 1.42249 -1.71490
H 4.89695 2.11403 -0.09569
H 2.26982 -1.32686 3.15118
H 0.91695 -0.30960 2.67157
H 2.37876 0.42486 3.34370
H 2.18936 0.00597 -0.58301
N -2.55828 -2.62999 -1.86483
N -2.15102 -1.28516 -1.56133
H -3.35546 -2.61421 -2.49334
H -2.83597 -3.06879 -0.99554
H -2.94215 -0.70017 -1.28425
H -1.78838 -0.88488 -2.42367
F 3.08776 -7.06865 -2.22532
C 2.43093 -5.95555 -2.00855
C 1.60357 -5.82145 -0.97311
N 0.90248 -4.62789 -0.72046
C -0.06556 -4.68249 0.39227
C -0.34957 -3.29082 0.89696
O 0.59482 -2.55887 1.30741
O -1.47896 -2.75846 0.70191
C 1.05156 -3.57550 -1.54499
O 0.45985 -2.45657 -1.39431
N 1.88606 -3.71279 -2.58492
C 2.64892 -4.86078 -2.95764
O 3.37581 -4.83196 -3.89785
H 1.43382 -6.62890 -0.27581
H 0.38366 -5.26902 1.19281
H -0.98855 -5.15599 0.06202
H 1.96975 -2.92196 -3.21243
*
```

HOMO-LUMO gap in eV: 9.03
Energy relative to the best compared isomer or geometry (same formula, charge and spin) in kcal/mol: 0.00
Highest occupied orbital energy in eV: -16.904

DFT (ωB97M-V/def2-TZVPD) results for C28H40LuNO2 as an isolated structure.

ORCA input file:
```
! RIJCOSX wB97M-V def2-TZVPD def2/J DEFGRID3
* xyz 0 1
O 0.17217 -0.24606 -6.02939
C 0.13765 1.08687 -6.66804
C -0.06145 0.51638 -8.07290
H 1.09879 1.60594 -6.51697
H -0.69990 1.70351 -6.30698
C 0.07811 -0.86036 -7.34518
H 0.73836 0.72460 -8.78671
H -1.04227 0.67163 -8.52600
C 1.36989 -1.53481 -7.76893
H 2.19630 -0.81206 -7.72300
H 1.26253 -1.90507 -8.79690
H 1.59956 -2.38601 -7.12132
C -1.12755 -1.77015 -7.50362
H -2.04997 -1.24389 -7.22282
H -1.01069 -2.67256 -6.89139
H -1.19157 -2.08234 -8.55426
Lu -0.10699 -0.42424 1.51581
C -2.14931 -1.05854 2.75419
C -1.97150 0.33849 2.96398
C -2.13272 1.01102 1.71856
H -1.76893 0.80364 3.92093
C -2.38791 0.01675 0.72390
C -2.40699 -1.26301 1.36600
H -2.65032 -2.20450 0.88031
H -2.16228 -1.81680 3.53895
H -2.11008 2.08873 1.55834
H -2.62929 0.21058 -0.32292
C 1.04006 -2.29852 2.92927
C 0.19187 -2.88939 1.95312
C 0.69053 -2.54199 0.66189
H -0.64461 -3.56217 2.15704
C 1.82856 -1.68146 0.84738
C 2.02675 -1.52214 2.25066
H 2.81787 -0.92968 2.71937
H 1.03429 -2.52975 3.99585
H 0.34083 -2.94664 -0.28883
H 2.44269 -1.23414 0.06037
O 0.16277 0.11159 -0.74238
C -0.17989 -0.80424 -1.85558
C -0.40631 0.07832 -3.05886
H -1.06321 -1.40008 -1.58303
H 0.67025 -1.48067 -2.00266
C 0.40403 1.35055 -2.77952
H -1.47843 0.31749 -3.13538
H -0.07748 -0.39517 -3.98506
C 0.45345 1.46237 -1.26847
H -0.05477 2.22956 -3.24316
H 1.42520 1.22600 -3.17248
H -0.32585 2.12906 -0.87534
H 1.43047 1.78584 -0.88517
C -1.26917 1.01832 6.36627
N -0.57513 -0.06481 5.67635
C -0.81119 -1.35735 6.30386
C 0.84650 0.20183 5.43735
C 1.08890 1.33827 4.46770
C 1.59206 2.53348 5.03229
C 1.81460 3.64489 4.22976
C 1.54676 3.57922 2.86453
C 1.04491 2.37876 2.30488
C 0.85025 1.25907 3.10081
H -0.90345 1.15939 7.40095
H -2.33934 0.78046 6.41182
H -1.14371 1.96091 5.82136
H -0.33134 -2.15288 5.71639
H -0.40749 -1.39545 7.33478
H -1.89063 -1.55423 6.34215
H 1.33935 0.46264 6.39426
H 1.31152 -0.72127 5.07030
H 1.79488 2.57689 6.10339
H 2.19452 4.55591 4.68350
H 1.71798 4.44968 2.22576
H 0.80647 2.37379 1.22889
*
```

HOMO-LUMO gap in eV: 7.68
Highest occupied orbital energy in eV: -7.286

DFT (ωB97M-V/def2-TZVPD) results for C28H40NO2Ru as an isolated structure.

ORCA input file:
```
! RIJCOSX wB97M-V def2-TZVPD def2/J DEFGRID3
* xyz 0 6
O -1.13419 2.51951 -5.80370
C -1.37560 1.61860 -6.92779
C -1.58700 2.73633 -7.93544
H -2.28177 1.03580 -6.73792
H -0.51432 0.97175 -7.14562
C -1.40660 3.63868 -6.69173
H -2.58040 2.73030 -8.39029
H -0.77912 2.80650 -8.66835
C -2.67464 4.36222 -6.28181
H -3.51693 3.66281 -6.23553
H -2.89865 5.14647 -7.01692
H -2.53530 4.82757 -5.29935
C -0.21500 4.56847 -6.78081
H 0.68691 4.00329 -7.04358
H -0.06332 5.06505 -5.81753
H -0.39868 5.33064 -7.54653
Ru 0.08606 0.24694 0.01182
C 2.16187 0.49366 0.83158
C 2.38112 -0.92399 0.80030
C 2.15775 -1.38884 -0.50958
H 2.69276 -1.51761 1.65329
C 1.81827 -0.27034 -1.33617
C 1.89175 0.93363 -0.52134
H 1.89541 1.95792 -0.88353
H 2.35223 1.14949 1.67713
H 2.25696 -2.41451 -0.86078
H 1.72812 -0.28174 -2.41651
C -1.24117 1.34161 1.95404
C -0.32362 2.04188 1.08977
C -0.88410 2.03142 -0.24996
H 0.53757 2.61202 1.42559
C -2.08527 1.21636 -0.19440
C -2.30051 0.84340 1.16068
H -3.15603 0.28581 1.53798
H -1.10032 1.23161 3.03093
H -0.55775 2.64817 -1.07646
H -2.72980 1.00494 -1.04448
O -2.37115 0.77062 -4.31313
C -1.13514 1.18997 -3.68876
C 0.02687 0.48602 -4.37588
H -1.17067 0.81961 -2.64033
H -1.05187 2.28248 -3.66492
C -0.60823 -0.85135 -4.79166
H 0.86795 0.38653 -3.68687
H 0.34687 1.07371 -5.23783
C -2.13726 -0.59428 -4.75396
H -0.32917 -1.64326 -4.07541
H -0.27404 -1.16120 -5.79047
H -2.62740 -1.28872 -4.05363
H -2.57829 -0.72132 -5.75417
C 1.43694 -3.34303 3.52316
N 1.11893 -1.94569 3.25774
C 1.55724 -1.08552 4.35524
C -0.25655 -1.68804 2.87724
C -0.72274 -2.37237 1.62064
C -1.24363 -3.66405 1.76137
C -1.69572 -4.37196 0.64907
C -1.64387 -3.77706 -0.61288
C -1.15988 -2.46673 -0.75176
C -0.70739 -1.77469 0.35966
H 0.92509 -3.72067 4.42801
H 2.51870 -3.40802 3.69260
H 1.16866 -3.97063 2.66825
H 1.34338 -0.03564 4.11899
H 1.05048 -1.34429 5.30375
H 2.63747 -1.21194 4.49062
H -0.93707 -1.98233 3.70146
H -0.34112 -0.60333 2.75323
H -1.28775 -4.09761 2.76650
H -2.11381 -5.36919 0.78407
H -1.99153 -4.32032 -1.49109
H -1.12930 -1.98703 -1.73106
*
```

HOMO-LUMO gap (spin up / spin down) in eV: 6.58 / 6.75
<S²>: 8.79
Highest occupied orbital energy (spin up / spin down) in eV: -5.858 / -8.135